A cluster of 11 separate species, C31H84O29S11 in total at a distorted geometry, computed with ωB97M-V/def2-TZVPD.

Output
- Strongest force on any atom: 4.1 eV Å⁻¹
- DFT total energy: -212056.0620 eV
- <S²>: 0.76
- Spin multiplicity: 2
- Total charge: +1

Geometry (Å):
S -23.0239 0.9840 8.8426
S -16.3375 -0.1913 10.0984
S -20.5808 -0.4400 17.5079
S -20.7032 -2.7469 12.9523
S -15.9516 -4.7336 11.7501
S -25.7514 -2.7033 15.7681
S -24.2628 -7.4304 16.5604
S -26.1285 -4.3688 8.7712
S -16.0107 -0.9826 17.0143
S -19.2282 -6.3848 15.4603
S -21.9376 -5.9422 10.8116
O -21.2613 -2.0667 11.6977
O -25.4331 -8.3994 16.3348
O -24.4838 0.9971 8.9996
O -24.9964 -3.4802 9.5093
O -22.4496 1.4828 10.3115
O -20.5051 -6.1962 11.1710
O -17.2854 -0.8550 10.9589
O -22.9628 -5.7532 11.8486
O -21.7788 -0.4875 18.7167
O -15.9252 -6.2210 11.7451
O -19.7715 -5.0501 15.3889
O -19.5130 0.3793 18.0327
O -26.5809 -5.3624 9.7423
O -17.1716 -1.1938 16.1733
O -15.3945 -2.4552 17.4870
O -25.4755 -4.7398 7.5059
O -14.9822 -3.9498 11.0270
O -14.8381 -0.2150 16.5408
O -18.1514 -6.3269 16.7318
O -25.1830 -2.1285 14.5174
O -25.2609 -3.9513 16.3119
O -15.7647 -4.2390 13.3628
O -20.0103 -7.5676 15.6654
O -22.3615 1.8190 7.8644
O -14.9210 -0.1384 11.0003
O -16.6632 1.1248 9.5182
O -27.3748 -2.9957 15.4491
O -22.5145 -7.1875 9.7962
O -21.2044 -0.0301 16.2605
C -22.8220 -8.4413 16.9686
C -25.7750 -1.3905 17.0016
C -18.7365 -6.3366 18.0174
C -13.1913 0.9107 12.0390
C -15.6553 -2.8878 13.7051
C -18.0478 -6.6692 13.9276
C -16.4998 -0.0997 18.5940
C -22.7147 -1.3125 20.6236
C -20.1766 -2.2943 17.4943
C -17.6222 -4.0757 11.3581
C -21.5479 -0.5613 20.0938
C -16.2192 -3.5953 17.6071
C -26.1290 -1.8330 11.0805
C -29.5656 -2.0973 14.7734
C -21.1661 2.0544 10.4071
C -15.3193 -4.7943 17.1231
C -22.2659 -0.7183 8.8981
C -19.6270 -1.4326 13.8270
C -23.9241 -7.2285 9.4526
C -14.1900 1.0662 10.9472
C -27.4233 -3.1281 8.2409
C -22.0243 -2.7142 14.2629
C -15.6896 -1.2591 8.7442
C -23.6634 -6.7885 14.9452
C -20.6596 1.8826 11.8036
C -28.0780 -2.1095 14.5586
C -14.3100 -2.2093 13.5845
C -24.1802 -8.6005 8.8845
C -25.2695 -3.0671 10.8754
C -22.1597 -4.5683 9.4840
C -17.5946 -6.6226 19.0602
H -27.8753 -2.6175 9.0912
H -19.4888 -2.4637 16.6659
H -28.2892 -3.6431 7.8247
H -27.1603 -2.1824 11.0315
H -13.7047 1.2182 9.9831
H -17.5790 -7.6360 14.1114
H -17.3212 -0.6447 19.0592
H -19.3549 -7.2291 18.1125
H -15.8661 -2.8200 14.7724
H -26.1739 -1.8517 17.9051
H -20.2466 -0.6006 14.1616
H -19.5762 -2.5342 18.3719
H -18.3943 -4.6967 11.8123
H -23.0253 -2.9046 13.8758
H -24.8775 -0.8205 17.2420
H -14.8144 1.9513 11.0683
H -26.9844 -2.4082 7.5502
H -23.6596 -0.8608 20.3216
H -16.0685 -1.1667 7.7264
H -19.5864 2.0284 11.9268
H -12.4895 0.1216 11.7690
H -22.5945 -1.4309 21.7005
H -14.0818 -2.0137 12.5367
H -23.0592 -4.7533 8.8968
H -22.5307 -9.1355 16.1803
H -17.1369 -3.6062 17.0192
H -12.5718 1.8074 12.0529
H -16.5093 -3.9025 18.6119
H -26.4745 -0.6516 16.6107
H -21.0798 3.1078 10.1405
H -15.9380 -2.2736 9.0557
H -21.2761 -4.4485 8.8570
H -16.7776 0.9207 18.3300
H -15.0960 -5.5267 17.8989
H -22.7886 -1.0618 9.7908
H -25.0037 -8.5916 8.1704
H -17.3000 -5.8860 14.0512
H -21.5082 0.4484 20.5024
H -13.4973 -2.7884 14.0229
H -30.1050 -1.5274 14.0169
H -27.8921 -2.2935 13.5004
H -24.5171 -6.3639 14.4169
H -17.7527 -3.0339 11.6509
H -18.1012 -6.8292 20.0029
H -21.2323 2.4896 12.5048
H -14.6026 -1.1812 8.7648
H -24.1144 -6.4403 8.7241
H -19.2853 -5.4384 18.3004
H -22.6971 -2.3118 20.1885
H -22.3060 -3.5287 9.7774
H -29.7914 -1.6594 15.7456
H -18.8950 -1.2182 13.0484
H -20.4093 1.5366 9.8178
H -21.2157 -0.7404 9.1890
H -24.4069 -9.3673 9.6252
H -20.7565 0.8528 12.1474
H -23.1534 -7.5036 14.2998
H -19.0098 -1.8069 14.6437
H -15.9171 -5.4182 16.4587
H -16.3518 -2.2089 13.2132
H -22.3581 -1.3472 8.0126
H -26.0834 -1.4504 12.1001
H -16.8947 -7.3920 18.7342
H -15.6166 0.0059 19.2242
H -24.5020 -7.0613 10.3615
H -25.6019 -3.8847 11.5150
H -13.5475 0.7333 13.0538
H -14.4757 -4.5080 16.4950
H -27.7161 -1.0873 14.6687
H -22.1260 -1.7974 14.8437
H -21.9989 -7.7292 17.0281
H -20.5992 -1.0175 20.3770
H -25.9851 -1.0087 10.3820
H -14.3682 -1.2633 14.1229
H -17.7041 -4.1387 10.2730
H -23.3522 -8.8794 8.2328
H -18.6780 -6.7620 13.0430
H -21.0785 -2.8802 17.3174
H -30.0213 -3.0843 14.6943
H -24.3211 -2.6791 11.2472
H -22.9334 -9.0599 17.8591
H -21.6780 -3.4296 15.0088
H -16.9496 -5.7663 19.2568
H -23.0361 -5.9061 15.0710